CH3N2O4 | ωB97M-V/def2-TZVPD

```
10
Properties=species:S:1:pos:R:3:lowdin_charge:R:1
C -0.76 -0.39 -0.48 -0.376
N -2.71 0.18 0.87 0.031
N -3.59 -0.05 0.01 -0.559
O -3.37 -0.72 -1.04 -0.118
O -4.68 0.49 0.30 -0.117
O 0.26 -1.30 -0.33 -0.040
O -1.33 -0.10 0.75 -0.126
H -1.65 -0.89 -1.03 0.103
H -0.45 0.53 -1.04 0.127
H 0.04 -1.83 0.43 0.075
```

Results
Structure (SMILES)   [O-][N+]([O-])=NOCO
HOMO level   -3.66 eV
Orbital gap   7.54 eV
Spin multiplicity   1
Charge   -1
Energy above the lowest of the compared OMol25 structures with the same formula, charge and spin   352.06 kJ/mol